{
  "formula": "C43H62Al2BrCl3F14MgN2O13PS2Si",
  "method": "ωB97M-V with the def2-TZVPD basis set",
  "elements": ["Br", "Cl", "Cl", "Cl", "S", "S", "P", "Si", "Al", "Al", "Mg", "F", "F", "F", "F", "F", "F", "F", "F", "F", "F", "F", "F", "F", "F", "O", "O", "O", "O", "O", "O", "O", "O", "O", "O", "O", "O", "O", "N", "N", "C", "C", "C", "C", "C", "C", "C", "C", "C", "C", "C", "C", "C", "C", "C", "C", "C", "C", "C", "C", "C", "C", "C", "C", "C", "C", "C", "C", "C", "C", "C", "C", "C", "C", "C", "C", "C", "C", "C", "C", "C", "C", "C", "H", "H", "H", "H", "H", "H", "H", "H", "H", "H", "H", "H", "H", "H", "H", "H", "H", "H", "H", "H", "H", "H", "H", "H", "H", "H", "H", "H", "H", "H", "H", "H", "H", "H", "H", "H", "H", "H", "H", "H", "H", "H", "H", "H", "H", "H", "H", "H", "H", "H", "H", "H", "H", "H", "H", "H", "H", "H", "H", "H", "H", "H"],
  "xyz": [[2.62884, 3.92616, -3.53600], [1.99279, 4.10271, 1.44651], [3.71027, 5.88953, 2.97663], [4.28925, 3.03643, 2.88627], [-6.39023, 6.39703, -5.78739], [-7.11540, 8.86499, -6.36150], [3.21485, 2.03784, -2.35324], [2.62590, -3.64752, -1.77644], [-3.37116, 2.94660, -4.51810], [-6.67116, -5.38264, -4.46955], [-7.72211, -5.17747, -1.66779], [-6.06080, -5.18950, -6.15288], [-5.38671, -4.89416, -3.30548], [-7.27423, -2.96212, 1.25260], [-8.85963, 8.97655, -8.37156], [-7.37576, -0.54467, 1.20722], [-7.11503, -7.10488, -4.18584], [-9.75953, 9.18468, -6.39822], [-7.67116, -1.71436, 3.26528], [-8.65439, 10.85490, -7.27311], [-8.47475, 4.80107, -5.33651], [-8.12211, -4.34212, -4.23390], [-6.58038, 3.73682, -5.57214], [-3.67116, -4.47026, 2.67828], [-7.59319, 4.57813, -7.31661], [6.22643, -0.15415, 1.65468], [5.77813, -3.56062, 2.93277], [-5.17446, 6.24596, -6.59066], [-1.87501, -1.13527, 2.73001], [0.44117, -0.72730, 4.65378], [-4.86367, -0.35463, 2.90997], [-2.99734, 2.37354, -1.32702], [3.09056, -2.86036, -0.27724], [-6.16258, 6.49193, -4.34319], [1.05714, -0.65038, 8.33283], [-6.04870, 9.27442, -7.27835], [-7.07056, 9.50477, -5.04400], [-4.63661, -0.78463, -2.68193], [-0.36689, 1.94073, -4.09340], [-7.51896, 7.33302, -6.38704], [0.97798, -4.63452, -1.36323], [4.18386, -5.28051, 3.68457], [4.05849, 3.32004, -1.15464], [4.88118, -4.59083, 2.52407], [-3.58268, -0.00447, -0.53332], [-6.89629, -1.72197, 1.96849], [0.32954, 1.50886, -1.56167], [6.85309, -3.95539, 3.78137], [0.35923, 1.03494, 9.84237], [-0.58186, -0.20593, 0.59366], [-0.82347, 2.85381, -5.18202], [-0.12780, 2.57734, -2.76934], [1.01728, -0.60678, 0.87339], [-1.85320, -0.80279, 1.43774], [1.29430, -1.64406, 2.11137], [7.05324, 0.97689, 1.45135], [4.12367, -1.83284, -0.47235], [3.90303, -5.03893, -2.31302], [-8.64550, 9.49886, -7.12624], [-0.23008, 4.12350, -2.27741], [1.93327, 1.14743, -1.25957], [-1.03192, 4.43989, -4.88336], [4.64956, 0.91081, -2.91061], [-4.36431, -2.23639, -2.54543], [-3.29441, -0.96487, 0.60628], [-5.28149, -1.65968, 2.35474], [2.22863, 0.07354, -0.05851], [0.77524, -0.41468, 9.71923], [3.01130, 4.26383, 2.88741], [-7.28340, 4.82175, -6.00725], [-0.91549, 0.85097, -0.65916], [-2.49608, 1.21045, -0.90543], [-4.30820, -2.16055, 1.09010], [-4.98100, -0.17397, -1.38393], [4.27162, 0.00194, -4.26296], [7.77233, -4.98984, 3.15281], [-0.73689, 5.21331, -3.44208], [1.91450, -1.37907, 4.98396], [2.17195, -2.45996, -3.22221], [-0.28288, 1.29372, 8.50392], [0.58028, 0.46944, 7.57399], [3.76543, -0.38368, 0.28216], [1.49563, -0.55881, 3.51219], [4.99719, -4.63015, -2.23285], [1.11664, -2.63582, -3.70307], [6.46666, -4.30398, 4.74385], [4.89250, -5.78055, 4.34908], [3.13925, 0.06969, -4.55158], [4.87402, 3.96703, -1.69550], [2.50963, -0.77618, 5.79099], [5.10014, -2.22187, 0.09368], [6.80629, -0.88833, 1.91958], [2.38583, 4.10894, 3.77027], [3.27060, 4.05411, -0.67313], [2.01481, 0.56427, 3.30499], [-1.30869, 0.90634, 8.50330], [-0.03679, -1.08769, 10.01423], [-1.43317, 5.10758, -5.78157], [0.40466, -2.35466, 2.37929], [4.32878, -1.71392, -1.61800], [-4.08321, -2.63461, -3.63169], [-3.44109, -2.47809, -1.85596], [5.40259, -5.31478, 1.88927], [8.18793, -4.61115, 2.21041], [-0.31606, 2.35109, 8.22942], [4.12375, -4.11559, 1.89018], [3.67962, -5.94364, -1.58502], [-1.03799, 2.39909, -6.26409], [0.61172, -5.04052, -2.42407], [3.01421, -2.60983, -4.05489], [-0.87576, 6.35881, -3.25290], [-5.42419, 0.92388, -1.50958], [1.24587, 1.66960, 9.95714], [7.43444, -3.05218, 3.99248], [7.24570, -5.91879, 2.92559], [6.43057, 1.82296, 1.15151], [3.63015, -4.55171, 4.28588], [1.16971, -5.57528, -0.69436], [3.57731, -5.34095, -3.40396], [-3.66673, -3.05390, 1.55123], [4.63043, -1.10217, -4.00130], [-5.34109, -2.73281, -2.11688], [4.96006, 0.36004, -5.16758], [7.57299, 1.22125, 2.38099], [-5.39496, 0.40407, 2.52861], [4.56871, 0.45220, 0.04315], [0.03221, 0.11414, 6.69702], [1.56454, -2.49572, 5.04323], [2.27919, -1.35545, -2.83975], [3.48265, -6.03377, 3.31375], [-5.80418, -0.80415, -0.83733], [-5.15067, -2.44241, 3.24605], [3.82517, -0.60049, 1.43014], [-0.30438, 1.21774, 10.69133], [-4.94835, -2.62062, 0.22155], [4.60579, 2.78431, -0.25010], [5.51881, 1.63889, -3.28518], [8.59763, -5.23021, 3.83096], [1.65878, -0.64971, 10.31971], [1.45260, 1.03836, 7.23426], [5.13754, 0.26146, -2.05810], [0.01353, 4.48553, -1.17134], [0.11730, -3.92890, -0.98356], [2.35173, -2.14488, 2.11917], [7.77783, 0.76257, 0.66186]],
  "forces_ev_per_angstrom": [[0.32, -2.12, -0.52], [-0.24, -0.07, 0.25], [-0.17, -0.33, -0.02], [-0.19, 0.01, -0.02], [1.41, -0.03, 0.89], [1.47, 3.13, 0.44], [1.80, 1.63, 3.64], [-1.37, -1.66, 0.98], [-0.71, 0.09, 0.47], [1.40, -0.72, -3.92], [0.67, 0.33, -1.34], [-1.03, -0.19, 3.00], [-2.71, -0.75, -0.09], [0.79, 3.48, 1.61], [0.56, 0.33, 1.09], [1.29, -3.84, 2.01], [0.22, 2.83, 0.84], [1.22, 0.18, -0.35], [2.18, -0.12, -4.57], [0.55, -1.39, 0.40], [1.39, 0.18, -0.42], [1.59, -1.52, 1.83], [0.11, 0.79, -0.06], [-0.21, 0.41, -0.51], [0.63, 0.36, 1.22], [0.23, -0.51, 0.12], [0.01, 0.32, -0.16], [-1.14, -0.10, 0.64], [0.88, 2.08, -8.28], [5.07, 0.26, -2.39], [-1.91, -0.94, -1.52], [3.38, -6.45, 1.87], [0.78, 1.16, -2.13], [-0.35, -0.26, -1.52], [-0.08, 0.29, 0.09], [-1.37, -1.00, 0.93], [-0.28, -1.26, -1.52], [-0.09, -0.76, 1.79], [-0.73, 5.31, 1.00], [1.18, -0.48, 0.53], [-0.47, -0.25, -0.92], [0.04, 0.01, 0.15], [1.02, 0.08, 1.59], [-0.10, -0.05, 0.09], [0.98, -2.57, 3.18], [-1.24, 0.80, 1.77], [-0.47, -1.33, 1.74], [0.08, -0.13, -0.03], [0.30, 0.34, 0.49], [2.85, 1.55, -2.35], [0.92, 2.37, 3.63], [-0.35, 0.81, 0.08], [-1.87, 1.56, -2.09], [-1.55, -1.32, 4.66], [0.90, 2.81, 1.62], [0.26, -0.19, 0.10], [1.01, -0.15, 1.01], [-0.51, 0.23, 0.18], [-2.60, 0.63, -1.25], [-1.72, -0.09, -4.45], [-5.04, -1.62, 1.66], [0.81, -0.54, 1.44], [1.28, 0.21, -2.42], [0.38, 0.00, -0.63], [0.09, 2.43, -2.89], [0.28, -0.57, 0.39], [-1.76, 0.55, -0.40], [0.02, -0.46, 0.10], [0.18, 0.28, 0.29], [-2.36, -1.43, -0.87], [3.04, -0.59, 0.85], [-2.61, 2.62, -0.89], [0.36, 0.52, 0.48], [0.84, 1.17, 0.44], [1.21, -0.30, 0.21], [0.02, -0.05, -0.16], [0.70, -6.17, -0.37], [-3.90, 2.13, -2.69], [1.02, 1.02, -0.94], [-0.53, 0.14, -0.21], [0.01, -0.20, -0.34], [-1.19, -0.55, 0.01], [-0.19, -2.32, 3.27], [-1.95, -1.19, -0.34], [2.09, 0.32, 1.09], [0.00, -0.06, -0.03], [-0.07, -0.05, -0.09], [2.28, -0.36, 0.58], [-1.67, -1.45, 0.71], [-1.35, -1.52, -1.61], [-1.94, 0.95, -1.45], [-0.47, 0.22, -0.02], [0.17, 0.02, -0.33], [1.52, -1.75, -1.27], [-1.73, -3.21, 0.68], [0.11, 0.08, -0.06], [0.03, 0.03, 0.09], [0.95, -1.52, 2.06], [1.71, 1.50, -0.79], [-0.19, 0.10, 2.01], [-0.97, 0.92, 2.47], [-1.90, 0.62, -1.11], [0.02, -0.06, 0.06], [-0.03, -0.05, 0.19], [0.00, -0.12, 0.01], [0.23, 0.13, 0.06], [0.82, 1.81, -1.53], [0.63, 1.09, 2.66], [0.73, 0.75, 2.19], [-2.00, 0.38, 1.59], [0.20, -2.48, -0.55], [1.00, -2.49, -0.24], [-0.09, -0.06, 0.05], [-0.24, 0.03, -0.10], [0.05, 0.00, 0.10], [0.00, -0.10, 0.06], [0.04, -0.08, -0.10], [-0.59, 1.94, -1.05], [1.00, 0.50, 2.09], [-1.11, 1.22, -0.42], [-1.18, 2.39, -0.78], [1.85, 0.69, -0.86], [-1.73, -0.66, 2.02], [0.08, 0.26, -0.15], [0.75, -1.43, 0.37], [-1.88, -1.85, 0.42], [0.19, 0.01, 0.18], [1.65, 2.22, -0.03], [-0.48, -1.95, -0.86], [0.07, 0.10, 0.02], [1.83, 1.09, -0.78], [-0.31, 1.60, -2.17], [-0.10, 0.56, -2.26], [0.10, -0.05, -0.08], [1.37, 1.26, 1.56], [-1.23, 0.89, -1.83], [-2.03, -1.23, 1.09], [-0.12, 0.07, -0.10], [-0.06, -0.05, -0.13], [0.02, 0.14, -0.08], [-1.61, 1.50, -1.34], [-0.61, -1.13, -2.64], [1.68, -1.54, -0.45], [-2.33, 0.76, -0.63], [0.13, 0.26, 0.01]],
  "lowdin_charge": [0.56, 0.53, 0.55, 0.54, 0.58, 0.60, 0.73, 0.47, 1.03, 0.06, 1.43, -0.22, -0.21, -0.03, 0.10, 0.01, -0.21, 0.10, 0.01, 0.11, 0.10, -0.21, 0.04, -0.51, 0.10, -0.16, -0.19, -0.33, 0.04, -0.23, -0.05, -0.10, -0.30, -0.32, -0.15, -0.30, -0.30, -0.24, 0.04, -0.29, -0.21, -0.07, -0.36, -0.28, 0.00, -0.19, -0.04, -0.28, -0.18, 0.08, -0.28, -0.28, 0.00, -0.14, -0.07, -0.15, -0.22, -0.20, -0.61, -0.03, -0.20, -0.15, -0.33, -0.10, -0.01, -0.18, -0.03, -0.20, -1.50, -0.61, 0.05, -0.16, -0.07, -0.15, -0.15, -0.08, 0.03, 0.01, -0.20, -0.18, -0.22, -0.13, -0.14, 0.05, 0.07, 0.11, 0.07, 0.08, 0.07, 0.11, 0.15, 0.09, 0.03, 0.00, 0.15, 0.12, 0.12, 0.12, 0.14, 0.09, 0.13, 0.11, 0.11, 0.08, 0.12, 0.10, 0.06, 0.14, 0.06, 0.05, 0.12, 0.15, 0.12, 0.11, 0.07, 0.04, 0.08, 0.05, 0.06, 0.09, 0.08, 0.07, 0.10, 0.09, 0.12, 0.09, 0.10, 0.13, 0.01, 0.08, 0.12, 0.18, 0.12, 0.12, 0.09, 0.04, 0.12, 0.08, 0.12, 0.11, 0.10, 0.12, 0.04, 0.10, 0.08],
  "lumo_ha": -0.30295,
  "e_tot_ha": -10226.86298,
  "charge": 1,
  "largest_force_ev_per_a": 8.6,
  "mol_weight_g_mol": 1468.668
}